Record 1
Formula: C5H10BrN2
Source: OMol25
Level of theory: ωB97M-V with the def2-TZVPD basis set

The geometry in XYZ format:
```
18
C5H10BrN2 | OMol25 | ωB97M-V with the def2-TZVPD basis set
C -1.3621 0.0144 -0.1063
C 0.8280 0.9579 -0.3175
C 1.2173 -0.4286 0.0626
C -1.1932 2.4292 0.0116
C 0.5397 -2.7825 0.1163
N -0.6671 1.1106 -0.1218
N 0.5119 -1.4924 -0.4848
Br -3.1310 -0.2359 0.0212
H 1.3440 1.6719 0.4778
H 1.0637 1.1450 -1.2892
H 2.2780 -0.7042 -0.2081
H 1.2544 -0.4359 1.1801
H -2.1502 2.4668 -0.7150
H -1.6856 2.7502 1.0043
H -0.4987 3.2246 -0.2329
H -0.2763 -3.4809 -0.2197
H 0.5630 -2.9125 1.1393
H 1.3642 -3.2975 -0.3179
```

As for the LUMO energy (spin up / spin down): -0.1733 / -0.2115 Ha. Its total charge is +1. The value obtained for the gap between HOMO and LUMO (spin up / spin down) is 0.3245 / 0.2835 Eh.



Record 2
Formula: C5H10BrN2
Source: OMol25
Level of theory: ωB97M-V with the def2-TZVPD basis set

The geometry in XYZ format:
```
18
C5H10BrN2 | OMol25 | ωB97M-V with the def2-TZVPD basis set
C 1.2651 0.9263 0.4596
C -0.0485 1.4879 0.7467
C -0.8969 1.7384 -0.5661
C -1.5077 0.4553 -0.9317
C 0.4574 -1.2670 0.2271
N 1.3801 -0.3339 0.1201
N 0.9852 -2.6467 -0.1225
Br -2.7906 -0.0621 0.2983
H 2.1046 1.5666 0.1064
H -0.7038 0.8937 1.5019
H 0.1646 2.5465 1.3165
H -1.6715 2.4193 -0.2617
H -0.2258 2.1796 -1.3693
H -1.4890 0.0766 -1.8845
H -0.5186 -1.2689 0.7278
H 2.0669 -2.5433 -0.2472
H 0.6444 -3.1331 -0.8412
H 0.7843 -3.0351 0.7201
```

As for the LUMO energy (spin up / spin down): -0.1833 / -0.1426 Ha. Its total charge is +1. The value obtained for the gap between HOMO and LUMO (spin up / spin down) is 0.2523 / 0.3165 Eh.



Record 3
Formula: C5H10BrNO
Source: OMol25
Level of theory: ωB97M-V with the def2-TZVPD basis set

The geometry in XYZ format:
```
18
C5H10BrNO | OMol25 | ωB97M-V with the def2-TZVPD basis set
C -1.1816 0.1932 0.0049
C 1.3008 -1.4692 -1.3419
C 1.4225 -1.5225 1.2047
C -2.2472 2.3630 0.0415
C 1.2605 -0.7278 -0.0343
N -1.1149 1.4827 -0.1310
O -1.8847 -0.5910 0.5411
Br 2.2083 0.9519 -0.0085
H 1.9697 -2.2472 -1.1799
H 0.2565 -1.8529 -1.4978
H 1.7348 -0.8477 -2.1776
H 1.4284 -0.9740 2.1066
H 2.3899 -2.1141 1.2129
H 0.5831 -2.2364 1.2061
H -2.9965 1.8761 0.8358
H -1.9178 3.4166 0.3670
H -2.9309 2.3626 -0.7794
H -0.2807 1.9368 -0.3701
```

As for the LUMO energy (spin up / spin down): 0.0220 / 0.0166 Ha. Its total charge is 0. The value obtained for the gap between HOMO and LUMO (spin up / spin down) is 0.2993 / 0.2898 Eh.



Record 4
Formula: C5H10BrNO3
Source: OMol25
Level of theory: ωB97M-V with the def2-TZVPD basis set

The geometry in XYZ format:
```
20
C5H10BrNO3 | OMol25 | ωB97M-V with the def2-TZVPD basis set
C -0.1163 2.4107 -0.4698
C -1.1587 -1.8846 -1.0566
C 0.7343 1.2704 -0.9339
C 0.2836 -0.1206 -0.5389
C 0.1485 -0.0671 1.4945
N 0.7250 -1.2810 1.9722
O 1.9239 -1.4578 1.8280
O 0.0559 -2.1403 2.4401
O -0.9760 -0.4904 -0.9130
Br -1.6304 0.2057 1.9806
H -1.1569 2.2894 -0.7813
H 0.3204 3.3661 -0.8833
H -0.1379 2.1411 0.5304
H -1.7414 -2.2106 -0.1957
H -0.1237 -2.4553 -1.0397
H -1.5735 -2.1627 -2.0968
H 1.6098 1.3671 -0.4291
H 0.8958 1.2287 -2.0674
H 1.1458 -0.8256 -0.7799
H 0.7716 0.8169 1.9395
```

As for the LUMO energy (spin up / spin down): 0.0180 / -0.1417 Ha. Its total charge is 0. The value obtained for the gap between HOMO and LUMO (spin up / spin down) is 0.2258 / 0.2031 Eh. Its spin multiplicity is 3.



Record 5
Formula: C5H10BrNO4S
Source: OMol25
Level of theory: ωB97M-V with the def2-TZVPD basis set

The geometry in XYZ format:
```
22
C5H10BrNO4S | OMol25 | ωB97M-V with the def2-TZVPD basis set
C 1.0713 -0.5138 -0.3537
C -1.4033 -2.7570 1.2253
C 1.2046 3.1540 -1.3053
C -0.6973 -2.1614 0.0007
C 2.2436 -0.0972 0.3773
N 2.5201 1.7599 0.5003
O 0.7438 -0.4509 -1.4972
O 0.0228 1.4638 0.4993
O 0.9610 3.5348 1.3883
O 0.3957 -1.3240 0.4675
S 1.0313 2.4783 0.4585
Br 3.7541 -0.6743 -0.4508
H -1.1767 -2.0194 2.0613
H -2.5960 -2.7269 1.1212
H -1.1715 -3.7157 1.5814
H 2.1126 3.6444 -1.2281
H 1.1492 2.2069 -1.7846
H 0.2403 3.7733 -1.3427
H -1.5511 -1.5835 -0.4151
H -0.3204 -2.8696 -0.6918
H 2.1052 -0.4198 1.4340
H 3.1705 1.7924 1.3117
```

As for the LUMO energy: 0.0038 Ha. Its total charge is 0. The value obtained for the gap between HOMO and LUMO is 0.3910 Eh.



Record 6
Formula: C5H10BrP
Source: OMol25
Level of theory: ωB97M-V with the def2-TZVPD basis set

The geometry in XYZ format:
```
17
C5H10BrP | OMol25 | ωB97M-V with the def2-TZVPD basis set
C 2.1748 0.0699 0.6984
C 1.2641 -0.0866 -0.4387
C -0.1047 -0.3055 0.0190
C -0.7710 -1.1381 -1.0536
Br -2.6033 -1.6804 -0.4967
H 2.1280 1.0242 1.3407
H 2.0934 -0.8906 1.4027
H 3.2668 0.1056 0.2901
H 1.3465 0.7597 -1.1466
H 1.6043 -0.8999 -1.1113
H -0.4004 0.7524 0.0624
H -0.2624 -0.7305 1.0516
H -0.2267 -2.0922 -1.2237
H -0.7905 -0.5474 -1.8689
C -2.9862 1.7393 0.8102
P -2.5881 3.1142 1.3674
H -3.1446 0.8059 0.2969
```

As for the LUMO energy: 0.0222 Ha. Its total charge is 0. As for the SMILES: CCCCBr.C#P. The value obtained for the gap between HOMO and LUMO is 0.3917 Eh.



Record 7
Formula: C5H10Cl10
Source: OMol25
Level of theory: ωB97M-V with the def2-TZVPD basis set

The geometry in XYZ format:
```
25
C5H10Cl10 | OMol25 | ωB97M-V with the def2-TZVPD basis set
Cl 13.0960 -20.3182 4.9312
C 13.0622 -18.9735 6.0675
Cl 13.6602 -19.4219 7.6718
H 13.6886 -18.1684 5.7023
H 12.0379 -18.6345 6.1692
Cl 13.3210 -13.9839 10.3516
C 14.1794 -15.3269 9.6005
Cl 13.7711 -16.8844 10.3375
H 13.8951 -15.3648 8.5566
H 15.2459 -15.1781 9.7114
Cl 7.2576 -14.1473 8.9654
C 5.7121 -13.3704 8.5991
Cl 4.3682 -14.4749 8.7670
H 5.5667 -12.5527 9.2926
H 5.7426 -13.0272 7.5731
Cl 9.9214 -18.1705 9.3478
C 9.9783 -16.4906 8.8044
Cl 11.3247 -16.1979 7.7011
H 9.0558 -16.2638 8.2844
H 10.0893 -15.8473 9.6698
Cl 8.0374 -21.4525 11.0990
C 7.3719 -20.8065 9.5964
Cl 7.8793 -21.7529 8.1969
H 6.2915 -20.8430 9.6646
H 7.7077 -19.7854 9.4664
```

As for the LUMO energy: 0.0168 Ha. Its total charge is 0. As for the SMILES: ClCCl.ClCCl.ClCCl.ClCCl.ClCCl. The value obtained for the gap between HOMO and LUMO is 0.4125 Eh.



Record 8
Formula: C5H10Cl3N2OP
Source: OMol25
Level of theory: ωB97M-V with the def2-TZVPD basis set

The geometry in XYZ format:
```
22
C5H10Cl3N2OP | OMol25 | ωB97M-V with the def2-TZVPD basis set
C 0.6746 0.5490 -1.2473
C 0.0822 -0.9231 -1.3933
C -0.0301 2.5696 -0.1461
C -0.9121 -2.5959 0.1541
C 0.6847 -0.3666 2.2010
N 0.0389 1.1712 -0.0260
N -0.4985 -1.2607 -0.1586
O -0.8405 3.0176 -1.2006
P -0.7733 0.0466 0.9604
Cl 0.6550 -1.9865 2.8755
Cl 0.3846 1.0339 3.2474
Cl 2.3276 -0.1280 1.4555
H 1.6880 0.4820 -1.0048
H 0.3960 1.1736 -2.1089
H -0.6490 -0.9607 -2.1561
H 0.7880 -1.6423 -1.5726
H -1.7562 2.6974 -1.0235
H -0.3039 2.9410 0.8155
H 0.8860 2.8826 -0.4067
H -1.3738 -3.1102 -0.6520
H -0.0038 -3.1509 0.3918
H -1.4644 -2.4397 0.9952
```

As for the LUMO energy: 0.0201 Ha. Its total charge is 0. The value obtained for the gap between HOMO and LUMO is 0.3252 Eh.



In the order shown, the computed strongest force on any atom values come out to 0.096; 0.136; 0.073; 0.111; 0.105; 0.087; 0.009; 0.075 Eh/bohr.